# 1
{"formula": "C5H15NO2", "method": "the ωB97M-V functional and the def2-TZVPD basis", "charge": 0, "orbital_gap_ev": 8.53, "energy_ev": -11011.2173, "lumo_energy_ev": 0.6056, "smiles": "CN1CCCC1.O.O", "e_above_lowest_kcal_mol": 62.9, "e_homo_ev": -7.92, "species": ["C", "N", "C", "C", "C", "C", "H", "H", "H", "H", "H", "H", "H", "H", "H", "H", "H", "H", "H", "O", "H", "H", "O"], "coordinates": [[2.169, 1.142, -0.477], [1.351, 0.774, 0.696], [0.847, -0.702, 0.639], [-0.649, -0.735, 0.735], [-1.089, 0.614, 0.267], [0.151, 1.573, 0.831], [2.980, 0.405, -0.426], [2.650, 2.130, -0.471], [1.464, 1.079, -1.365], [1.118, -1.117, -0.340], [1.330, -1.133, 1.485], [-0.891, -0.850, 1.794], [-1.260, -1.467, 0.109], [-2.170, 0.753, 0.576], [-0.994, 0.541, -0.909], [0.269, 2.431, 0.175], [-0.040, 1.754, 1.848], [0.470, 0.894, -3.507], [-0.790, 0.131, -3.443], [-0.349, 0.934, -3.029], [-1.631, -3.561, 1.955], [-2.775, -2.808, 1.086], [-2.160, -2.782, 1.772]], "mulliken_charge": [-0.628, -0.211, -0.785, -0.100, -0.232, -0.765, 0.341, 0.277, 0.112, 0.285, 0.337, 0.217, 0.147, 0.356, -0.049, 0.392, 0.370, 0.295, 0.316, -0.653, 0.305, 0.299, -0.624]}


# 2
{"formula": "C25H31F3N2O4S", "method": "the ωB97M-V functional and the def2-TZVPD basis", "charge": 0, "orbital_gap_ev": 8.64, "energy_ev": -56568.9944, "lumo_energy_ev": -0.1543, "e_above_lowest_kcal_mol": 417.1, "e_homo_ev": -8.79, "species": ["C", "C", "C", "C", "C", "C", "C", "H", "H", "S", "O", "O", "N", "C", "H", "C", "C", "O", "N", "C", "H", "C", "H", "H", "H", "C", "C", "O", "C", "C", "C", "C", "C", "C", "C", "H", "H", "H", "C", "F", "F", "F", "H", "H", "H", "H", "H", "H", "C", "C", "H", "H", "H", "C", "H", "H", "H", "H", "H", "H", "H", "H", "H", "H", "H", "H"], "coordinates": [[6.628, -1.560, 2.208], [5.069, -1.492, 2.161], [4.262, -2.694, 2.520], [3.023, -2.520, 2.583], [2.529, -1.277, 2.181], [3.259, -0.114, 2.092], [4.653, -0.121, 2.093], [5.196, 0.467, 1.670], [2.738, 0.642, 1.865], [0.657, -1.131, 2.390], [0.279, -0.089, 3.218], [0.176, -2.538, 2.964], [0.442, -0.910, 0.608], [0.295, -2.256, 0.106], [1.222, -2.885, 0.343], [-0.904, -2.925, 0.243], [-2.046, -2.310, -0.796], [-2.430, -3.016, -1.654], [-2.718, -1.383, -0.424], [-2.096, -0.434, 0.814], [-2.643, 0.357, 0.714], [-0.603, -0.001, 0.663], [-0.480, 0.804, 1.185], [-0.502, 0.325, -0.421], [-2.111, -1.283, 1.551], [-3.777, -0.768, -1.220], [-3.194, 0.619, -2.089], [-3.294, 1.491, -1.129], [-2.831, 2.889, -1.783], [-1.510, 2.861, -2.401], [-0.456, 2.620, -1.509], [0.949, 2.544, -2.090], [1.091, 2.541, -3.339], [0.157, 2.709, -4.323], [-1.163, 2.775, -3.799], [-2.162, 2.635, -4.371], [0.288, 2.485, -5.449], [2.083, 2.606, -3.503], [2.029, 2.446, -1.003], [1.743, 2.656, 0.417], [2.969, 3.474, -1.299], [2.597, 1.298, -0.798], [-0.514, 2.822, -0.421], [-2.912, 3.732, -1.188], [-3.514, 2.847, -2.684], [-4.074, 0.711, -2.924], [-2.312, 0.398, -2.490], [-3.973, -1.392, -2.021], [-5.003, -0.655, -0.395], [-5.221, -1.824, 0.575], [-4.541, -2.078, 1.136], [-6.251, -1.703, 0.975], [-5.586, -2.710, -0.342], [-6.196, -0.026, -1.256], [-6.096, 0.944, -1.734], [-7.184, -0.039, -0.484], [-6.221, -0.919, -2.100], [-4.743, 0.323, 0.413], [-1.324, -3.117, 1.234], [-0.954, -3.818, -0.064], [0.575, -1.967, -1.132], [2.376, -3.315, 2.946], [4.886, -3.617, 2.689], [7.210, -0.898, 1.524], [7.140, -1.207, 3.082], [6.994, -2.554, 1.931]], "mulliken_charge": [-1.455, 1.097, -0.677, -0.300, 0.141, -0.711, -1.653, 0.606, 1.018, 1.291, -0.661, -0.720, 0.075, -0.240, 0.359, -1.663, 0.879, -0.713, 0.217, -2.313, 1.522, -1.456, 1.894, -0.239, 0.476, -1.791, -1.040, -0.223, -1.004, 0.037, 0.136, -0.170, -0.024, -1.097, -0.248, 0.226, 0.288, 0.580, 0.805, -0.322, -0.283, -0.190, 0.546, 0.475, 0.406, 0.422, 0.683, 1.139, 1.099, -1.418, 0.393, 0.345, 0.197, -1.089, 0.211, 0.298, 0.266, 0.115, 0.419, 0.858, 0.319, 0.493, 0.307, 0.358, 0.355, 0.348]}


# 3
{"formula": "C20H46Cl2LaOP2", "method": "the ωB97M-V functional and the def2-TZVPD basis", "charge": -1, "orbital_gap_ev": 4.47, "energy_ev": -68017.8415, "lumo_energy_ev": 2.6209, "e_homo_ev": -1.85, "species": ["La", "Cl", "P", "C", "C", "C", "C", "H", "C", "H", "H", "H", "H", "H", "H", "H", "C", "C", "H", "H", "H", "H", "H", "H", "C", "H", "C", "H", "H", "H", "H", "H", "H", "Cl", "H", "P", "C", "C", "C", "C", "H", "C", "H", "H", "H", "H", "H", "H", "H", "C", "C", "H", "H", "H", "H", "H", "H", "C", "H", "C", "H", "H", "H", "H", "H", "H", "C", "C", "O", "H", "H", "H"], "coordinates": [[-0.133, 0.753, 0.210], [-0.200, 0.924, -2.466], [-2.787, -0.462, -0.329], [-3.071, -1.300, -1.931], [-3.581, -1.362, 1.081], [-3.366, 1.278, -0.533], [-1.962, -2.306, -2.285], [-3.015, -0.475, -2.667], [-4.467, -1.911, -1.957], [-4.510, -2.842, -1.378], [-4.729, -2.141, -2.998], [-5.217, -1.215, -1.575], [-1.070, -1.807, -2.673], [-2.321, -2.985, -3.067], [-1.644, -2.900, -1.424], [-2.825, 1.598, -1.450], [-2.941, 2.216, 0.615], [-4.872, 1.327, -0.790], [-5.106, 0.956, -1.794], [-5.185, 2.378, -0.730], [-5.433, 0.749, -0.039], [-2.157, 1.828, 1.297], [-3.795, 2.421, 1.274], [-2.580, 3.177, 0.212], [-2.804, -2.665, 1.287], [-4.623, -1.569, 0.767], [-3.556, -0.543, 2.367], [-2.908, -3.357, 0.447], [-3.165, -3.187, 2.181], [-1.743, -2.443, 1.438], [-2.537, -0.227, 2.616], [-3.893, -1.162, 3.209], [-4.205, 0.333, 2.319], [0.117, -0.759, 2.385], [0.019, -1.205, -0.341], [2.792, 0.482, -0.212], [3.059, 2.065, -1.125], [3.694, 0.527, 1.415], [3.267, -0.880, -1.335], [1.960, 3.105, -0.866], [2.999, 1.762, -2.190], [4.426, 2.674, -0.846], [4.451, 3.135, 0.148], [4.615, 3.457, -1.592], [5.229, 1.938, -0.923], [1.004, 2.846, -1.346], [2.257, 4.070, -1.296], [1.767, 3.300, 0.196], [2.661, -0.651, -2.236], [2.859, -2.293, -0.858], [4.754, -0.731, -1.656], [4.914, 0.158, -2.280], [5.063, -1.618, -2.224], [5.360, -0.662, -0.737], [2.129, -2.273, -0.037], [3.734, -2.888, -0.561], [2.381, -2.824, -1.696], [3.019, 1.558, 2.329], [4.732, 0.852, 1.195], [3.676, -0.847, 2.077], [3.284, 2.590, 2.078], [3.293, 1.391, 3.376], [1.926, 1.488, 2.304], [2.647, -1.191, 2.227], [4.146, -0.795, 3.066], [4.218, -1.589, 1.490], [-0.418, 2.533, 3.642], [-0.094, 2.911, 2.292], [-0.041, 3.881, 1.596], [0.421, 1.981, 4.080], [-1.334, 1.923, 3.584], [-0.620, 3.427, 4.261]], "mulliken_charge": [0.492, -0.589, -0.032, 0.747, 0.428, 0.670, -1.296, 0.496, -1.732, 0.264, 0.466, 0.371, 0.213, 0.477, 0.229, 0.462, -1.004, -1.773, 0.333, 0.493, 0.287, -0.587, 0.410, 0.360, -1.305, 0.587, -1.251, 0.272, 0.479, 0.155, 0.018, 0.536, 0.239, -0.657, -0.071, -0.230, 0.837, 0.606, 0.633, -1.574, 0.534, -1.787, 0.278, 0.480, 0.365, 0.196, 0.556, 0.264, 0.530, -1.365, -1.598, 0.288, 0.513, 0.241, 0.209, 0.418, 0.316, -0.780, 0.609, -1.413, 0.210, 0.515, -0.489, 0.093, 0.520, 0.294, -1.376, 0.769, -0.685, 0.205, 0.071, 0.557]}